Here is a cluster of 3 separate species, C20H22F16N2O3 in total at a distorted geometry from the OMol25 dataset. Energies are from ωB97M-V with the def2-TZVPD basis set.

The geometry in XYZ format:
```
63
Properties=species:S:1:pos:R:3:nbo_charge:R:1
C 1.556 -2.563 -5.457 -0.604
C 1.749 -1.634 -4.227 -0.400
C 0.901 -2.080 -3.006 -0.401
C 0.531 -0.945 -2.023 -0.290
C -0.398 -1.501 -0.967 0.290
N -1.118 -1.783 -0.173 -0.315
C 1.739 -0.300 -1.257 -0.110
C 2.469 0.787 -2.102 -0.619
C 1.134 0.474 -0.093 0.311
N 0.669 1.014 0.766 -0.340
C 2.707 -1.354 -0.605 -0.528
C 4.198 -1.147 -0.929 0.456
O 4.853 -0.248 -0.561 -0.492
H 2.223 -2.251 -6.275 0.217
H 1.843 -3.582 -5.155 0.206
H 0.530 -2.544 -5.848 0.209
H 1.435 -0.606 -4.488 0.200
H 2.825 -1.655 -3.992 0.198
H 1.393 -2.947 -2.541 0.213
H -0.055 -2.462 -3.412 0.226
H -0.018 -0.173 -2.584 0.267
H 2.906 0.390 -3.026 0.224
H 1.693 1.519 -2.398 0.227
H 3.210 1.343 -1.517 0.254
H 2.443 -2.396 -0.843 0.230
H 2.620 -1.279 0.493 0.268
H 4.693 -1.955 -1.528 0.103
C -0.901 -2.820 3.704 -0.143
C -1.551 -2.531 5.067 0.595
C -1.086 -1.266 5.788 0.517
F 0.233 -1.300 6.069 -0.321
F -1.740 -1.148 6.971 -0.324
F -1.413 -3.615 5.865 -0.313
F -2.889 -2.394 4.842 -0.326
O 0.189 -3.738 3.687 -0.506
C 1.458 -3.264 3.978 0.847
C 2.023 -3.878 5.260 0.502
F 1.222 -3.635 6.315 -0.314
F 3.235 -3.339 5.537 -0.323
F 1.464 -1.919 4.006 -0.315
F 2.251 -3.629 2.942 -0.327
H -1.667 -3.313 3.106 0.236
H -0.666 -1.906 3.157 0.220
H -1.298 -0.375 5.191 0.146
H 2.133 -4.960 5.152 0.151
C -3.590 5.302 -0.481 -0.139
C -2.489 5.996 -1.300 0.595
C -2.524 5.772 -2.812 0.519
F -2.384 4.468 -3.134 -0.322
F -1.497 6.436 -3.397 -0.323
F -1.282 5.662 -0.796 -0.308
F -2.632 7.337 -1.094 -0.327
O -3.258 4.066 0.135 -0.503
C -3.354 2.906 -0.621 0.847
C -1.994 2.241 -0.827 0.489
F -1.121 3.077 -1.429 -0.321
F -2.118 1.150 -1.628 -0.333
F -3.987 3.157 -1.786 -0.321
F -4.146 2.061 0.070 -0.316
H -3.796 5.966 0.358 0.231
H -4.532 5.240 -1.029 0.208
H -3.459 6.143 -3.242 0.142
H -1.565 1.928 0.127 0.182
```

Output
HOMO = -10.438 eV
SMILES = CCC[C@@H](C#N)[C@@](C)(C#N)CC=O.FC(F)C(F)(F)COC(F)(F)C(F)F.FC(F)C(F)(F)COC(F)(F)C(F)F
Kohn-Sham gap = 10.9 eV

***

Here is a cluster of 2 separate species, C10H8OS in total at a distorted geometry from the OMol25 dataset. Energies are from ωB97M-V with the def2-TZVPD basis set.

The geometry in XYZ format:
```
20
Properties=species:S:1:pos:R:3:nbo_charge:R:1
C 0.615 0.901 -3.759 -0.370
C 0.459 -0.090 -3.109 -0.065
C -0.447 1.926 2.410 -0.204
C -0.340 2.143 1.062 -0.216
C -0.699 0.649 2.875 -0.205
C -0.416 1.088 0.154 -0.185
C -0.653 -0.480 2.052 -0.189
C -0.540 -0.252 0.649 -0.291
C 1.755 -2.406 -1.766 -0.446
C 0.812 -1.530 -1.520 -0.088
O -1.139 -2.735 0.302 -0.915
S -0.788 -1.528 -0.551 1.272
H 0.417 1.787 -4.379 0.247
H -0.658 2.728 3.172 0.225
H -0.484 3.148 0.650 0.222
H -0.805 0.339 3.929 0.220
H -0.490 1.298 -0.943 0.246
H -1.018 -1.395 2.501 0.247
H 1.937 -3.258 -1.154 0.244
H 2.482 -2.331 -2.575 0.249
```

Output
HOMO = -9.159 eV
Kohn-Sham gap = 8.4 eV
relative energy (zero: lowest compared OMol25 entry of this formula, charge and spin) = 181.3 kcal per mole